The following is a quantum chemistry calculation of a molecular structure, C26H48O2P2Y in a non-equilibrium geometry, from the OMol25 dataset.

LUMO level (spin up / spin down) = -4.41 / -4.41 eV
Spin multiplicity = 1
F_max = 10.9 eV/A
E = -51448.1394 eV
Net charge = +1

Positions of all 79 atoms, in Å:
Y 0.04 -0.35 -0.74
C 2.10 -2.09 -1.02
C 2.08 -1.46 -2.31
C 2.79 0.10 -0.77
C 2.56 -1.13 -0.07
C 2.51 -0.11 -2.14
C 1.77 -3.51 -0.72
H 1.05 -3.91 -1.45
H 1.33 -3.61 0.28
H 2.67 -4.15 -0.76
C 2.87 -1.37 1.35
H 2.26 -2.19 1.76
H 2.65 -0.47 1.95
H 3.93 -1.63 1.50
C 3.32 1.34 -0.15
H 4.41 1.28 -0.01
H 2.86 1.53 0.83
H 3.11 2.22 -0.79
C 2.70 0.90 -3.22
H 2.97 0.41 -4.17
H 3.49 1.60 -2.94
H 1.79 1.49 -3.40
C 1.84 -2.15 -3.60
H 2.76 -2.65 -3.95
H 1.53 -1.45 -4.38
H 1.07 -2.93 -3.50
C -2.10 -1.10 -0.09
C -1.48 -2.11 -0.82
C -1.87 -2.43 -2.25
C -1.67 -1.31 -3.30
C -0.85 -0.10 -2.87
C -1.34 0.92 -2.07
C -2.79 0.93 -1.59
C -3.21 -0.22 -0.65
H -2.93 -2.74 -2.30
H -2.65 -0.98 -3.68
H -1.30 -3.33 -2.56
H -3.97 -0.84 -1.16
H -2.12 -1.18 1.02
H -1.01 -2.94 -0.28
H -3.74 0.22 0.21
H -2.96 1.89 -1.07
H -0.80 1.87 -1.96
H -3.47 0.94 -2.46
H -1.16 -1.76 -4.17
H 0.04 0.08 -3.50
P -0.98 -3.03 3.35
C 0.24 -3.19 4.71
H -0.27 -3.28 5.68
H 0.88 -2.30 4.69
H 0.87 -4.08 4.53
C -2.27 -2.09 4.26
H -2.35 -2.46 5.30
H -3.23 -2.18 3.75
H -1.97 -1.02 4.27
C -1.76 -4.70 3.39
H -2.50 -4.74 2.58
H -2.26 -4.88 4.36
H -0.98 -5.45 3.21
P -0.13 4.65 -0.70
C -0.15 6.02 -1.93
H -1.03 6.67 -1.79
H -0.20 5.55 -2.92
H 0.77 6.61 -1.85
C -1.89 4.69 -0.17
H -2.53 4.41 -1.02
H -2.17 5.68 0.20
H -2.03 3.95 0.63
C 0.62 5.50 0.75
H 0.17 6.49 0.92
H 1.70 5.61 0.57
H 0.48 4.88 1.65
C 0.27 1.89 3.48
O 1.14 1.21 2.54
C 0.67 0.78 1.41
O -0.47 1.14 0.98
H 0.94 2.06 4.33
H -0.56 1.24 3.75
H -0.07 2.83 3.04



The following is a quantum chemistry calculation of 12 unconnected molecules or ions with the total composition C5H32O13 in a non-equilibrium geometry, from the OMol25 dataset.

⟨S²⟩ = 0.76
LUMO level (spin up / spin down) = -3.88 / -9.48 eV
Spin multiplicity = 2
F_max = 2.0 eV/A
E = -32313.4907 eV
Net charge = +1

Positions of all 50 atoms, in Å:
O -0.92 1.97 2.72
C -0.90 0.82 2.24
O -0.39 0.53 1.07
C -1.28 -0.39 3.03
C -2.55 -1.06 2.46
C -3.37 -0.16 1.50
C -4.81 -0.68 1.46
H 0.19 1.28 0.70
H -1.46 -0.21 4.08
H -0.39 -1.02 2.91
H -2.33 -1.95 1.88
H -3.18 -1.36 3.30
H -3.38 0.90 1.75
H -2.91 -0.24 0.51
H -5.35 -0.38 0.58
H -5.30 -0.16 2.30
H -4.95 -1.72 1.75
H 3.04 -0.98 -1.44
H 2.03 -1.80 -2.31
O 2.42 -1.73 -1.42
H 5.28 -0.33 -0.15
H 4.07 0.31 0.42
O 4.39 -0.10 -0.42
H 0.29 -4.09 -3.33
H 1.45 -3.75 -4.38
O 0.60 -3.53 -4.05
H 0.59 4.78 -2.68
H 0.78 3.56 -3.43
O 0.67 3.85 -2.50
H 1.18 3.01 0.00
H 1.74 1.92 -1.02
O 1.45 2.09 -0.10
H -0.90 3.35 -1.76
H -2.49 3.46 -1.60
O -1.64 3.41 -1.15
H 2.90 -3.42 1.16
H 2.06 -2.47 0.29
O 2.04 -3.35 0.72
H 3.47 1.63 2.43
H 2.88 1.87 0.96
O 3.71 1.79 1.49
H 0.36 -1.70 -3.80
H 0.75 -0.67 -2.75
O 0.83 -0.84 -3.71
H -0.18 -4.74 -0.93
H 1.24 -4.19 -0.90
O 0.62 -4.75 -1.45
H -0.63 3.33 1.83
H -1.15 3.84 0.47
O -0.58 4.10 1.25



The following is a quantum chemistry calculation of a molecular structure, C21H23N2O2SSm, from the OMol25 dataset.

⟨S²⟩ = 8.76
LUMO level (spin up / spin down) = -7.79 / -6.73 eV
Spin multiplicity = 6
F_max = 1.0 eV/A
E = -57951.8142 eV
Net charge = +2

Positions of all 50 atoms, in Å:
Sm -0.20 -0.04 0.24
C -1.21 1.76 3.50
C -0.06 1.65 2.55
C 0.94 0.67 2.72
C 2.04 0.57 1.86
C 3.12 -0.45 2.09
C 2.10 1.44 0.76
C 1.14 2.44 0.55
C 1.24 3.39 -0.61
C 0.05 2.51 1.44
H -1.40 2.81 3.73
H -1.01 1.23 4.42
H -2.13 1.36 3.05
H 0.86 -0.01 3.55
H 3.15 -1.21 1.30
H 3.00 -0.95 3.04
H 4.10 0.04 2.08
H 2.92 1.36 0.06
H 0.72 4.33 -0.39
H 0.78 2.98 -1.52
H 2.28 3.61 -0.84
H -0.72 3.25 1.27
C -7.97 -0.67 -3.28
C -6.61 -0.59 -2.67
C -6.42 -0.84 -1.31
C -5.16 -0.75 -0.74
C -4.09 -0.41 -1.55
C -4.24 -0.16 -2.92
C -5.51 -0.25 -3.46
S -2.51 -0.29 -0.87
O -1.79 0.94 -1.30
O -2.57 -0.27 0.62
N -1.42 -1.38 -1.25
C -1.28 -2.59 -0.51
C -1.98 -3.76 -0.72
C -1.65 -4.84 0.08
C -0.66 -4.73 1.04
C 0.00 -3.52 1.19
N -0.30 -2.47 0.41
H -8.73 -0.93 -2.55
H -7.99 -1.42 -4.07
H -8.24 0.29 -3.74
H -7.27 -1.09 -0.69
H -5.02 -0.93 0.32
H -3.40 0.11 -3.54
H -5.65 -0.05 -4.51
H -2.74 -3.82 -1.49
H -2.17 -5.78 -0.05
H -0.39 -5.56 1.68
H 0.79 -3.39 1.91



The following is a quantum chemistry calculation of 2 unconnected molecules or ions with the total composition C2H8, from the OMol25 dataset.

LUMO level = 1.25 eV
Spin multiplicity = 1
F_max = 0.4 eV/A
Structure (SMILES) = C.C
E = -2203.6177 eV

Positions of all 10 atoms, in Å:
C -2.53 2.42 -2.79
H -1.99 1.90 -3.59
H -3.09 3.27 -3.22
H -1.81 2.80 -2.05
H -3.23 1.73 -2.30
C 3.13 -3.87 -4.49
H 2.18 -3.42 -4.18
H 2.99 -4.94 -4.68
H 3.88 -3.74 -3.69
H 3.49 -3.38 -5.41



The following is a quantum chemistry calculation of 12 unconnected molecules or ions with the total composition C44H92BBrN3O19PS in a non-equilibrium geometry, from the OMol25 dataset.

LUMO level = -2.07 eV
Spin multiplicity = 1
F_max = 9.5 eV/A
Structure (SMILES) = C#CCc1c(CCSc2nnco2)c2c(c(CCP(=O)(OCC)OCC)c1B(O)OC)C(=O)N(Br)C2=O.CCO.CCO.CCO.CCO.CCO.CCO.CCO.CCO.CCO.CCO.CCO
E = -181311.3655 eV

Positions of all 162 atoms, in Å:
C -2.85 -2.26 5.69
C -3.01 -1.08 4.90
C -2.77 0.39 4.15
C -2.63 0.27 2.51
C -1.38 -0.64 1.93
C -0.27 -1.42 2.90
C -0.44 -3.05 2.90
S 1.01 -3.94 3.68
C 2.34 -2.77 4.26
N 2.73 -2.41 5.70
N 3.80 -1.53 5.89
C 4.24 -1.19 4.47
O 3.34 -1.95 3.55
C -1.16 -0.84 0.31
C -2.16 -0.09 -0.76
C -3.38 0.87 -0.24
C -4.30 1.62 -1.37
C -4.02 3.23 -1.54
P -2.19 3.75 -1.38
O -1.55 3.51 0.04
O -2.17 5.51 -1.62
C -1.03 6.12 -0.91
C -1.42 6.67 0.61
O -1.12 3.07 -2.59
C 0.16 2.63 -2.01
C 1.30 2.23 -3.14
C -3.62 1.01 1.41
B -4.89 1.98 1.93
O -6.28 1.74 1.52
O -4.50 3.09 2.85
C -5.56 3.37 3.83
C -1.64 -0.49 -2.26
O -2.02 -0.12 -3.48
N -0.55 -1.54 -1.96
Br -0.98 -3.25 -2.65
C -0.04 -1.68 -0.54
O 1.04 -2.30 -0.04
H -2.96 -3.36 6.13
H -3.64 1.07 4.52
H -1.76 0.91 4.52
H -0.31 -1.03 4.01
H 0.79 -1.17 2.45
H -0.65 -3.50 1.82
H -1.44 -3.30 3.52
H 5.15 -0.48 4.21
H -5.43 1.52 -1.01
H -4.25 1.01 -2.39
H -4.66 3.87 -0.80
H -4.36 3.55 -2.64
H -0.06 5.46 -0.91
H -0.75 7.10 -1.52
H -0.47 6.46 1.29
H -1.76 7.79 0.63
H -2.26 5.94 1.01
H -0.01 1.64 -1.36
H 0.68 3.45 -1.32
H 0.97 2.46 -4.24
H 2.26 2.92 -2.95
H 1.67 1.13 -2.96
H -6.52 0.77 1.51
H -6.11 2.41 4.25
H -5.03 3.86 4.77
H -6.31 4.21 3.44
C 4.30 -2.19 -1.53
C 4.19 -0.68 -1.64
O 3.74 -0.32 -2.93
H 4.99 -2.58 -2.28
H 4.65 -2.48 -0.54
H 3.33 -2.66 -1.72
H 5.16 -0.21 -1.47
H 3.48 -0.28 -0.90
H 2.87 -0.73 -3.07
C 6.73 3.68 3.48
C 5.98 2.86 4.51
O 6.42 1.51 4.47
H 6.57 3.27 2.47
H 6.39 4.72 3.49
H 7.80 3.65 3.67
H 4.90 2.88 4.30
H 6.14 3.26 5.52
H 7.38 1.51 4.67
C -7.74 7.79 4.95
C -7.85 7.24 3.54
O -8.07 5.84 3.59
H -6.92 7.31 5.49
H -7.56 8.87 4.93
H -8.65 7.59 5.52
H -6.92 7.42 2.99
H -8.68 7.71 3.00
H -8.90 5.69 4.08
C 4.36 -3.01 9.68
C 3.47 -4.19 9.36
O 2.60 -3.86 8.28
H 3.75 -2.13 9.94
H 5.02 -3.24 10.52
H 4.96 -2.73 8.81
H 2.85 -4.45 10.22
H 4.06 -5.07 9.08
H 3.16 -3.64 7.51
C 0.48 -3.49 -6.53
C -0.84 -2.94 -7.04
O -1.91 -3.73 -6.54
H 0.61 -4.53 -6.84
H 1.32 -2.90 -6.90
H 0.51 -3.48 -5.43
H -0.87 -2.97 -8.13
H -0.98 -1.90 -6.72
H -1.88 -3.69 -5.57
C -4.51 -4.90 -4.32
C -4.86 -4.98 -2.84
O -4.80 -6.33 -2.40
H -5.21 -5.51 -4.91
H -4.56 -3.87 -4.67
H -3.51 -5.29 -4.50
H -5.87 -4.61 -2.67
H -4.16 -4.38 -2.25
H -3.89 -6.65 -2.56
C 7.27 6.93 7.91
C 6.63 5.72 7.27
O 7.62 4.76 6.93
H 8.00 7.38 7.23
H 6.52 7.67 8.17
H 7.81 6.64 8.82
H 6.10 6.00 6.35
H 5.91 5.25 7.94
H 8.08 4.51 7.75
C 8.22 -3.29 4.47
C 8.11 -1.79 4.36
O 7.66 -1.42 3.06
H 8.92 -3.68 3.71
H 8.58 -3.59 5.46
H 7.26 -3.77 4.28
H 9.09 -1.32 4.52
H 7.41 -1.39 5.10
H 6.79 -1.84 2.93
C 0.88 -8.05 -6.43
C 0.58 -8.24 -7.90
O -0.79 -7.97 -8.16
H 0.26 -8.71 -5.82
H 1.94 -8.25 -6.22
H 0.65 -7.02 -6.12
H 0.79 -9.27 -8.20
H 1.19 -7.57 -8.52
H -0.96 -7.05 -7.89
C -1.98 -4.30 -11.16
C -2.09 -2.79 -11.26
O -2.54 -2.43 -12.56
H -1.28 -4.69 -11.91
H -1.62 -4.59 -10.16
H -2.94 -4.77 -11.34
H -1.11 -2.32 -11.10
H -2.79 -2.40 -10.52
H -3.41 -2.84 -12.69
C -4.21 3.06 -6.85
C -4.56 2.98 -5.38
O -4.50 1.63 -4.94
H -4.91 2.45 -7.44
H -4.26 4.09 -7.21
H -3.21 2.66 -7.04
H -5.57 3.35 -5.20
H -3.86 3.57 -4.78
H -3.59 1.31 -5.10



What is the E in the second record?
-32313.4907 eV